12
Properties=species:S:1:pos:R:3:forces:R:3:mulliken_charge:R:1 method="wB97M-V/def2-TZVPD" smiles="N/N=c1/nn[nH]n1O" e_homo_ev=-8.9 lumo_energy_ev=-0.12 orbital_gap_ev=8.74 relative_energy_kcal_mol=50.22 total_energy_ha=-444.1069
N 2.005840 -0.276907 0.067459 0.81 0.82 -0.25 -0.44
N 1.000579 -1.171565 -0.305941 -0.64 -1.13 -0.03 -0.38
C -0.190875 -0.774964 -0.162190 0.71 2.05 0.17 0.60
N -1.385020 -1.499829 -0.374025 0.42 -0.69 -0.10 -0.24
N -2.359665 -0.749837 -0.158585 0.77 0.08 -0.13 -0.27
N -1.945146 0.513788 0.060651 -0.62 1.75 1.09 -0.08
N -0.556910 0.603839 0.261768 -0.16 -1.49 -0.41 0.09
O -0.019350 1.601026 -0.640345 -2.41 -0.77 -0.42 -0.42
H 2.903717 -0.624546 -0.251062 -0.32 -0.28 -0.47 0.25
H 2.159748 -0.249289 1.063962 -0.70 0.02 0.59 0.22
H -2.486561 0.975531 0.805857 0.28 -0.29 -0.68 0.28
H 0.873643 1.652750 -0.367545 1.87 -0.05 0.63 0.39